Density functional theory data (ωB97M-V/def2-TZVPD) for C67H49CrN4O5P2S as an isolated structure.

Last column: Mulliken charge in e.
Geometry (Å):
Cr: -0.47902 -0.30808 0.34107  -0.761
O: -2.18644 3.82438 1.57990  -0.495
C: -1.69949 2.64978 1.22134  -0.224
O: -1.59588 2.26124 0.08217  -0.372
C: -1.19430 1.79082 2.35671  -0.115
C: -1.48989 2.19503 3.81104  -0.677
C: -2.22907 1.14965 4.59027  -1.125
C: -2.47929 -0.05995 4.09081  -1.750
C: -1.95118 -0.40413 2.77779  1.062
N: -1.44016 0.42415 1.95836  0.875
C: -1.81669 -1.83871 2.28685  0.582
O: -2.28185 -2.75955 2.88886  -0.622
O: -1.14138 -1.90400 1.13820  -0.119
H: -2.44193 4.31298 0.77852  0.549
H: -2.03454 3.13605 3.86277  0.753
H: -2.55669 1.40754 5.59218  0.517
H: -2.98665 -0.84232 4.63856  0.586
O: 0.40964 1.73273 -2.04938  -1.050
S: 0.97200 1.31787 -0.74738  3.051
C: 2.65942 0.83636 -1.16846  0.488
C: 3.65782 1.78030 -1.07340  0.387
C: 4.90556 1.67143 -1.71762  -1.419
C: 5.10959 0.60910 -2.54299  0.184
C: 6.28057 0.24377 -3.42055  -0.674
C: 5.83845 -1.05143 -4.14842  -0.879
C: 4.48096 -1.37110 -3.57027  -0.181
C: 3.64197 -2.42666 -3.79069  -1.168
C: 2.44708 -2.46985 -3.05972  0.060
C: 2.04035 -1.47907 -2.18120  0.195
P: 0.62537 -1.94699 -1.15914  3.603
C: 1.32980 -3.42863 -0.35332  0.990
C: 0.70664 -4.66881 -0.30144  -0.627
C: 1.35498 -5.74613 0.29341  -0.692
C: 2.61965 -5.59105 0.83828  -0.952
C: 3.25015 -4.35256 0.78380  -0.266
C: 2.61016 -3.28065 0.18722  -0.827
C: -0.70358 -2.46827 -2.29309  0.947
C: -0.72309 -2.08723 -3.72685  -1.193
C: -1.85236 -2.12476 -4.42694  -1.468
C: -3.17645 -2.35975 -3.77798  -0.250
C: -3.12737 -2.97912 -2.35536  -0.609
C: -1.77607 -3.02232 -1.72504  -1.693
C: 2.86273 -0.33720 -1.97908  -1.713
C: 4.09364 -0.36338 -2.66640  1.202
C: 1.19586 2.81072 0.25295  -0.486
C: 1.51864 3.91191 -0.54279  -0.325
C: 1.74893 5.15943 0.01590  -1.281
C: 1.60401 5.31106 1.38522  -0.404
C: 1.78316 6.54101 2.24308  -0.921
C: 1.35387 6.10101 3.66847  -0.998
C: 0.95140 4.64512 3.54386  0.430
C: 0.43935 3.81669 4.44055  -2.007
C: 0.05024 2.41923 4.06836  1.089
C: 0.35693 1.95097 2.59638  0.197
P: 1.29677 0.33175 2.39517  1.365
C: 0.84037 -1.01922 3.54607  0.820
C: 1.09580 -2.27642 2.99879  -0.117
C: 0.91992 -3.43896 3.73413  -0.034
C: 0.47289 -3.36025 5.04317  -1.225
C: 0.22193 -2.11729 5.61013  -1.014
C: 0.41065 -0.95722 4.87555  0.223
C: 2.91020 0.88246 3.08944  1.119
C: 3.26341 0.55266 4.39941  -0.804
C: 4.42480 1.06430 4.96371  -0.871
C: 5.25636 1.89738 4.23168  -0.859
C: 4.92915 2.20677 2.91961  -0.777
C: 3.76768 1.70017 2.35796  -0.519
C: 0.97234 2.96147 1.63805  -0.223
C: 1.18351 4.23236 2.15153  0.640
H: 3.48932 2.68525 -0.51632  0.013
H: 5.64963 2.44410 -1.57216  0.601
H: 7.18035 0.08778 -2.82460  0.304
H: 6.50289 1.05127 -4.11825  0.342
H: 6.53982 -1.87226 -4.00028  0.355
H: 5.75915 -0.89718 -5.22529  0.303
H: 3.89217 -3.23047 -4.47133  0.532
H: 1.82389 -3.35263 -3.16181  0.682
H: -0.26761 -4.82159 -0.74040  0.412
H: 0.86636 -6.71124 0.32045  0.490
H: 3.12170 -6.43524 1.29283  0.418
H: 4.24297 -4.22599 1.19618  0.480
H: 3.12172 -2.32415 0.12824  0.134
H: 0.20730 -1.81881 -4.20921  0.393
H: -1.83871 -1.90807 -5.48934  0.416
H: -3.85541 -2.89187 -4.44188  0.524
H: -3.67202 -3.91248 -2.22374  0.515
H: -1.74914 -3.32823 -0.68516  0.550
H: 1.58962 3.77286 -1.61455  0.776
H: 2.02466 5.99203 -0.61996  0.503
H: 1.17912 7.36876 1.87062  0.375
H: 2.82070 6.87720 2.21426  0.327
H: 0.51601 6.69679 4.02853  0.318
H: 2.16182 6.22410 4.38853  0.367
H: 0.26316 4.12108 5.46842  0.528
H: 0.46179 1.73552 4.80331  -0.076
H: 1.42661 -2.35574 1.97517  -0.779
H: 1.11906 -4.39840 3.27232  0.426
H: 0.31988 -4.26110 5.62408  0.461
H: -0.11842 -2.04845 6.63575  0.483
H: 0.21887 -0.01596 5.36033  0.491
H: 2.66081 -0.12378 4.98467  0.387
H: 4.68241 0.79562 5.97997  0.495
H: 6.16231 2.28894 4.67620  0.430
H: 5.58257 2.83677 2.32860  0.527
H: 3.53346 1.93258 1.33748  0.776
N: -5.47123 -0.26070 -4.98475  0.088
C: -6.84376 -0.27033 -5.20159  0.804
C: -7.62963 0.17095 -6.26132  -1.086
C: -8.99096 -0.00750 -6.12969  -0.425
C: -9.54806 -0.60376 -4.98537  -0.543
C: -8.75600 -1.03713 -3.94202  -0.749
C: -7.38004 -0.86454 -4.05977  0.354
N: -6.35617 -1.20903 -3.17205  -0.567
C: -5.26257 -0.83183 -3.75744  -1.206
C: -3.90162 -1.06022 -3.18391  3.286
C: -3.05204 0.16625 -3.16238  -1.579
C: -2.26279 0.47961 -2.14857  -1.449
N: -2.22985 -0.24344 -0.89657  1.132
C: -3.15961 -1.10990 -0.71007  -0.720
C: -3.95615 -1.73259 -1.79067  -0.807
H: -4.77497 0.10414 -5.61009  0.207
H: -7.20450 0.63047 -7.14445  0.390
H: -9.64489 0.31843 -6.92802  0.398
H: -10.62193 -0.72392 -4.92624  0.405
H: -9.18060 -1.49818 -3.05930  0.433
H: -3.05236 0.82579 -4.02307  0.257
H: -1.62797 1.34685 -2.17609  0.463
H: -3.25120 -1.56119 0.26948  0.704
H: -4.96121 -2.00386 -1.47743  0.793

As for the total energy: -144292.4800 eV. Its HOMO-LUMO gap (alpha / beta) is 5.3967 / 5.8888 eV. The spin multiplicity is 2. Its net charge is +2. Its LUMO energy (alpha / beta) is -6.363 / -5.871 eV. Its molar mass is 1136.16 g/mol. The value obtained for the maximum force is 0.59 eV/Å.